(1)
Entry from the Open Molecules 2025 dataset: 2 unconnected molecules or ions with the total composition H4S3 (wB97M-V/def2-TZVPD).

The geometry in XYZ format:
```
7
Properties=species:S:1:pos:R:3
S 1.69548 -0.24045 0.98979
S 1.99421 0.47468 -0.98090
H 0.57581 -0.89823 0.54384
H 2.76807 1.45164 -0.55242
S -2.75345 0.10351 -0.12844
H -2.78886 -0.99080 0.61270
H -1.49125 0.09965 -0.48458
```

Values from the calculation:
SMILES string ... SS.S
Gap between HOMO and LUMO ... 8.9 eV
Relative energy (zero: lowest compared OMol25 entry of this formula, charge and spin) ... 35.4 kJ/mol
Strongest force on any atom ... 1.5 eV/Å



(2)
Entry from the Open Molecules 2025 dataset: a single Cl4HNO2P2 molecule (wB97M-V/def2-TZVPD).

The geometry in XYZ format:
```
10
Properties=species:S:1:pos:R:3
N 0.75760 1.90603 -1.41572
P 0.97635 0.63630 -0.55655
Cl 1.54899 0.50007 1.44862
Cl 1.90064 -0.73385 -1.59445
O -0.57666 0.04905 -0.39597
P -1.15222 -1.02736 0.56605
O -2.31924 -1.54659 -0.11861
Cl 0.28455 -2.37440 0.64391
Cl -1.66888 -0.10266 2.35747
H 0.24887 2.69342 -0.93475
```

Values from the calculation:
SMILES string ... N=P(Cl)(Cl)OP(=O)(Cl)Cl
Gap between HOMO and LUMO ... 10.1 eV
Relative energy (zero: lowest compared OMol25 entry of this formula, charge and spin) ... 91.8 kJ/mol
Strongest force on any atom ... 3.0 eV/Å



(3)
Entry from the Open Molecules 2025 dataset: a molecular structure, C40H43AsCoN2P2S2Te (wB97M-V/def2-TZVPD).

The geometry in XYZ format:
```
92
Properties=species:S:1:pos:R:3
Co -0.20993 -0.13818 0.02045
C -2.12450 -1.13801 -2.34281
P -1.70000 -1.65228 -0.63743
C -1.37554 -3.43551 -0.63558
C -1.52797 -4.15872 0.54881
C -1.16076 -5.49115 0.61338
C -0.61413 -6.11479 -0.50144
C -0.43291 -5.39799 -1.67297
C -0.80894 -4.06204 -1.74141
C -3.32000 -1.45258 0.18582
C -4.25724 -2.48202 0.25437
C -5.50802 -2.25831 0.81240
C -5.84148 -0.99960 1.29327
C -4.92348 0.03708 1.20526
C -3.66947 -0.18738 0.65594
C -1.93691 0.35034 -2.33026
C -2.35826 1.35062 -3.18167
C -1.64677 2.52520 -2.80725
C -0.84327 2.17406 -1.74035
C 0.27756 2.88219 -1.05197
P 0.79795 1.85879 0.38926
C -0.05163 2.66601 1.78288
C 0.53711 2.77701 3.03982
C -0.19234 3.26283 4.11612
C -1.51915 3.63722 3.94845
C -2.10805 3.54011 2.69460
C -1.37781 3.06140 1.61648
C 2.54767 2.29600 0.55931
C 2.97102 3.45583 1.20243
C 4.31687 3.78844 1.21892
C 5.24380 2.96934 0.58597
C 4.82440 1.81682 -0.06379
C 3.47866 1.47602 -0.07612
N -1.03839 0.85737 -1.43036
H -3.12988 -1.46112 -2.61399
H -1.39588 -1.58336 -3.02594
H -1.93610 -3.66912 1.42561
H -1.28610 -6.04170 1.53680
H -0.31645 -7.15401 -0.45003
H 0.01330 -5.87148 -2.53755
H -0.62802 -3.50625 -2.65234
H -4.01104 -3.46446 -0.12805
H -6.22483 -3.06776 0.86523
H -6.81751 -0.82609 1.72816
H -5.18180 1.02481 1.56552
H -2.95620 0.62415 0.58784
H -3.07081 1.25022 -3.98645
H -1.70751 3.49745 -3.27272
H 0.04846 3.90432 -0.74207
H 1.15678 2.92560 -1.70123
H 1.57654 2.49995 3.17347
H 0.27925 3.35432 5.08659
H -2.08713 4.01582 4.78853
H -3.13877 3.84036 2.55332
H -1.85179 2.97467 0.64424
H 2.25023 4.09610 1.70259
H 4.64239 4.68585 1.72947
H 6.29508 3.22763 0.60661
H 5.54323 1.17076 -0.55108
H 3.14492 0.57410 -0.57784
C -0.23129 -2.41927 4.48236
C -1.30254 -1.33275 4.32038
C -1.14459 -0.65528 3.03494
N -0.93955 -0.21686 1.99777
H -0.39379 -2.95612 5.41570
H 0.76531 -1.97979 4.49098
H -0.26652 -3.12401 3.65229
H -1.23559 -0.58753 5.11412
H -2.30836 -1.75455 4.35615
C 1.67365 1.88320 -4.76930
As 1.63848 -0.04145 -4.84644
C 3.20159 -0.51440 -5.87268
C 0.14693 -0.43118 -6.00170
S 1.53640 -0.95366 -2.98395
H 1.80903 2.30480 -5.76469
H 2.49031 2.18677 -4.11548
H 0.72219 2.20641 -4.34804
H 3.18352 -0.02313 -6.84511
H 3.21688 -1.59521 -5.99653
H 4.08267 -0.20761 -5.31240
H 0.21924 0.13409 -6.93084
H -0.75681 -0.15397 -5.45783
H 0.13837 -1.49935 -6.21192
Te 1.56869 -1.99220 0.60564
C 2.78532 -1.03715 2.02896
C 2.42876 -0.17701 3.03069
C 3.53640 0.33241 3.77198
C 4.72576 -0.15667 3.32912
S 4.49011 -1.24522 2.02344
H 1.39741 0.08741 3.21726
H 3.45036 1.03218 4.59265
H 5.71324 0.05218 3.70729
```

Values from the calculation:
<S²> ... 0.780
2S+1 ... 2
Gap between HOMO and LUMO (spin up / spin down) ... 6.6 / 6.8 eV
Relative energy (zero: lowest compared OMol25 entry of this formula, charge and spin) ... 0.0 kJ/mol
Strongest force on any atom ... 0.6 eV/Å



(4)
Entry from the Open Molecules 2025 dataset: 2 unconnected molecules or ions with the total composition C28H58ClFN5O8P2S3 (wB97M-V/def2-TZVPD).

The geometry in XYZ format:
```
106
Properties=species:S:1:pos:R:3
C 5.26033 -2.04526 1.29095
C 5.37564 -0.51951 1.19122
C 4.18467 0.18149 1.85333
C 4.06575 1.64466 1.41314
N 2.83710 2.37505 1.64417
C 1.46497 1.90941 1.69777
C 1.32178 1.25710 3.11670
C 2.23609 1.78685 4.22781
C 2.04961 3.22600 4.68355
Cl 1.80147 0.77503 5.67523
C 0.93103 0.92833 0.56550
P 2.13123 0.47980 -0.83996
C 2.32081 -1.37518 -0.73406
C 1.44388 0.61075 -2.55278
C 1.57798 1.97959 -3.22664
C -0.57412 1.15065 0.15244
C -1.14391 -0.19693 -0.25254
C -1.21298 -1.31297 0.77521
N -0.48660 -2.33474 0.79805
N -0.57460 2.12353 -0.97256
C -1.32698 2.08140 -1.89837
S -2.32671 1.99040 -3.06957
C -1.42436 1.88833 1.21624
F -1.42934 0.96575 2.23319
C -2.92412 2.00272 0.87926
S -4.06244 1.90512 2.32811
C -5.31151 0.69780 1.80932
C -4.75222 -0.71333 1.65226
N -0.77941 3.16707 1.75329
N -0.98655 3.21339 3.13359
S -1.71392 4.74168 1.31208
C -0.75283 6.13701 1.95044
O -2.90317 4.76900 2.09875
O -2.07965 4.83137 -0.06159
C 0.70320 3.26445 1.50624
P 1.39985 4.31208 0.13072
O 1.98647 5.51332 0.71183
O 0.37160 4.74540 -1.01035
O 2.56299 3.57850 -0.68724
H 4.23160 -2.37536 1.23175
H 5.67284 -2.40553 2.22339
H 5.81309 -2.49445 0.47429
H 6.24586 -0.23352 1.77470
H 5.53346 -0.15096 0.18092
H 4.41445 0.18271 2.91906
H 3.28123 -0.41459 1.75136
H 4.87626 2.16798 1.91681
H 4.35514 1.68904 0.36566
H 3.01405 3.29698 2.00234
H 0.33167 1.23607 3.55688
H 1.59567 0.21277 3.01030
H 3.28503 1.58480 4.08401
H 2.34006 3.97052 3.94765
H 1.06005 3.42315 5.08626
H 2.71961 3.39369 5.51918
H 0.88503 0.00183 1.13333
H 2.03844 -1.72176 0.24864
H 3.38024 -1.58064 -0.84756
H 1.74223 -1.88802 -1.49460
H 0.42126 0.26550 -2.71544
H 2.07176 -0.05847 -3.13453
H 1.11421 2.78379 -2.67305
H 1.11471 1.91981 -4.20786
H 2.62007 2.22562 -3.39701
H -2.14130 -0.16912 -0.68437
H -0.52060 -0.58399 -1.05506
H -1.98754 -1.23013 1.52645
H 0.11231 -2.27691 -0.02945
H -3.23034 1.14919 0.29490
H -3.24185 2.86632 0.30744
H -5.79859 0.99536 0.88617
H -6.06064 0.69362 2.59282
H -4.18139 -0.95617 2.54107
H -4.11723 -0.79434 0.77723
H -5.55688 -1.43438 1.54866
H -1.90111 3.03035 3.52097
H -0.22602 3.21921 3.78823
H -0.28690 6.64987 1.12248
H -0.01859 5.79798 2.66700
H -1.44866 6.80445 2.44124
H 1.07259 3.86412 2.32971
H 0.77301 5.47788 -1.50786
H 2.83399 4.18886 -1.39574
C -2.91107 -5.72845 -0.57506
O -2.97555 -5.30425 -1.92020
C -2.48549 -3.99249 -2.10405
C -1.89803 -3.81184 -3.48761
O -0.61291 -4.39088 -3.65279
C -0.53388 -5.81136 -3.72152
C -1.06605 -6.40022 -5.00877
O -2.48366 -6.40772 -5.01279
C -3.02862 -6.30402 -6.31058
H -3.58805 -5.13991 0.05506
H -3.21963 -6.77131 -0.54241
H -1.88849 -5.65684 -0.18823
H -1.71497 -3.76044 -1.35760
H -3.32858 -3.29576 -1.97507
H -1.74513 -2.73885 -3.64087
H -2.59006 -4.15117 -4.25961
H -0.99827 -6.27587 -2.85092
H 0.53372 -6.03683 -3.67451
H -0.71873 -7.43781 -5.09831
H -0.68119 -5.82143 -5.85634
H -2.65934 -5.40651 -6.82048
H -4.10938 -6.22452 -6.21153
H -2.78989 -7.18973 -6.90896
```

Values from the calculation:
Gap between HOMO and LUMO ... 7.5 eV
Total charge ... +1
Strongest force on any atom ... 4.9 eV/Å